No. 1
Here is one molecule with the formula C3H7NO in a non-equilibrium geometry from the Open Molecules 2025 dataset. Energies are from ωB97M-V/def2-TZVPD.

Output
- Lowest unoccupied orbital energy: 0.8 eV
- SMILES: CNC(C)=O
- ΔE to the lowest compared entry with this formula, charge and spin: 57.9 kcal per mole
- Maximum force: 12.3 eV/Å
- Orbital gap: 10.4 eV
- Net charge: 0
- E: -248.43415 Eh

```
12
Properties=species:S:1:pos:R:3:forces:R:3
C 1.58847 -0.23982 -0.04314 -0.83 -5.70 9.16
N 0.34264 -1.03198 -0.13072 0.44 11.94 -2.24
C -0.94763 -0.53683 -0.00772 0.60 0.34 -0.65
C -1.14442 0.94147 -0.02181 -2.34 1.67 -2.10
O -1.87123 -1.31110 0.01717 -0.64 -0.63 0.26
H 1.56219 0.29852 1.01458 0.27 -0.93 -1.74
H 1.51987 0.46836 -0.62898 0.05 6.69 -6.38
H 2.53021 -0.80473 0.01517 -0.69 -0.03 -0.73
H 0.28198 -1.86219 0.04097 0.20 -12.07 2.28
H -1.00345 1.34458 -1.10005 0.79 -0.49 1.83
H -0.62473 1.43951 0.77075 0.81 0.52 -0.03
H -2.23389 1.29420 0.07378 1.34 -1.31 0.33
```
Forces are in eV/Å.

***

No. 2
Here is ClH10O5Zn as an isolated structure in a non-equilibrium geometry from the Open Molecules 2025 dataset. Energies are from ωB97M-V/def2-TZVPD.

Output
- Lowest unoccupied orbital energy: -8.2 eV
- ΔE to the lowest compared entry with this formula, charge and spin: 108.7 kcal per mole
- Maximum force: 2.6 eV/Å
- Orbital gap: 5.8 eV
- Net charge: +1
- E: -2621.40779 Eh

```
17
Properties=species:S:1:pos:R:3:forces:R:3
Zn -0.05205 -1.99585 -0.88163 0.58 1.97 1.67
Cl 0.47743 -0.12795 0.43406 -0.30 -1.94 -1.13
O 3.50639 -1.74563 0.40748 -0.42 -0.11 -0.03
H 3.84720 -1.91490 1.29336 0.06 -0.01 -0.08
H 3.04981 -0.90001 0.47583 0.23 0.08 0.05
O -1.65692 -2.35102 0.20689 -0.44 -0.70 0.19
H -1.60235 -2.03722 1.12955 0.15 0.25 -0.25
H -2.40814 -2.96921 0.18568 0.14 0.06 -0.26
O 1.86363 1.32191 -2.03721 -0.24 -0.40 -0.09
H 1.47170 0.98467 -1.22140 0.16 0.43 -0.19
H 1.17587 1.86710 -2.43644 0.14 0.13 0.07
O -0.32313 2.90293 0.88747 0.05 -0.15 0.00
H -0.31492 1.94003 0.92594 -0.08 0.35 0.14
H -0.09428 3.19044 1.77876 -0.04 0.06 -0.08
O -3.18274 0.69604 -0.05990 0.10 -0.48 -0.05
H -2.22827 0.59722 -0.14207 -0.02 0.30 -0.02
H -3.52923 0.54144 -0.94636 -0.06 0.18 0.06
```
Forces are in eV/Å.

***

No. 3
Here is C5H13NO2 as an isolated structure in a non-equilibrium geometry from the Open Molecules 2025 dataset. Energies are from ωB97M-V/def2-TZVPD.

Output
- Lowest unoccupied orbital energy: 0.6 eV
- ΔE to the lowest compared entry with this formula, charge and spin: 139.6 kcal per mole
- Maximum force: 2.5 eV/Å
- Orbital gap: 6.6 eV
- Net charge: 0
- E: -403.35416 Eh

```
21
Properties=species:S:1:pos:R:3:forces:R:3
C -0.34936 0.04942 -1.26645 -1.01 -0.87 1.09
C -1.18901 -0.34703 -0.22858 0.10 -0.07 -2.46
C 1.45966 0.51729 0.81688 -0.30 -0.58 1.16
C -1.18601 -0.07367 2.52869 0.84 0.39 0.27
C 0.51599 -0.89678 -2.02867 0.20 0.08 0.11
N -0.44732 1.34888 -1.81764 0.06 0.35 -0.22
O -0.46159 0.25956 1.35041 0.76 0.12 -0.36
O 2.17672 -0.62651 0.79380 -0.66 0.71 -0.13
H 2.13045 -1.01185 -0.09207 -0.08 0.00 0.00
H 0.41880 1.69026 -2.22181 -0.08 0.00 0.07
H -0.82484 2.03520 -1.17589 0.08 -0.09 -0.04
H -2.14885 0.15634 -0.13292 0.21 0.27 0.41
H -1.27005 -1.41390 -0.04439 0.23 0.07 0.17
H 1.43029 1.14367 -0.06797 -0.38 -0.25 -0.08
H 1.58570 1.04328 1.75106 0.06 -0.04 0.02
H -0.63118 0.27907 3.40327 -0.07 -0.09 0.12
H -1.33008 -1.15759 2.62441 -0.07 0.10 -0.05
H -2.15067 0.45091 2.53372 0.07 -0.18 -0.08
H 1.55673 -0.52840 -2.09768 0.05 -0.02 -0.09
H 0.53524 -1.88447 -1.56348 -0.04 0.03 0.03
H 0.17935 -1.03368 -3.06469 0.04 0.08 0.09
```
Forces are in eV/Å.

***

No. 4
Here is a 7-piece molecular cluster, C13H32F9NO8Si overall in a non-equilibrium geometry from the Open Molecules 2025 dataset. Energies are from ωB97M-V/def2-TZVPD.

Output
- Lowest unoccupied orbital energy: 0.3 eV
- SMILES: CC(=O)OCCCCCC[Si@@](C)(N)C(F)(F)C(F)(F)C(F)(F)C(F)(F)F.O.O.O.O.O.O
- Maximum force: 1.6 eV/Å
- Orbital gap: 10.0 eV
- Net charge: 0
- E: -2359.54871 Eh

```
64
Properties=species:S:1:pos:R:3:forces:R:3
C -1.25723 -7.52459 -0.23672 -0.27 0.18 0.23
C -2.35906 -6.60597 -0.71217 -0.76 -0.17 -1.35
O -2.93060 -6.82756 -1.76334 0.40 0.20 1.21
O -2.74400 -5.56420 0.05774 0.74 -0.24 -0.58
C -1.68775 -4.87039 0.77090 -0.91 0.27 1.02
C -2.03285 -3.38811 0.79828 0.27 0.10 -0.94
C -1.18474 -2.54710 -0.18509 0.14 -0.11 0.42
C -0.47749 -1.34067 0.45094 -0.23 0.03 -0.80
C -1.10829 0.03995 0.20302 0.87 -0.22 1.26
C -0.08700 1.12004 0.67206 -0.50 -0.24 -0.75
Si 0.20764 2.47478 -0.55909 -0.41 0.72 0.96
C -1.38384 3.11084 -1.34237 0.59 0.00 -0.31
N 0.98213 3.76964 0.33760 -0.18 -0.74 -0.73
C 1.51486 1.93806 -1.90363 -0.36 0.03 0.99
F 0.93011 1.09327 -2.80043 0.03 0.01 -0.39
F 2.46910 1.21187 -1.25430 0.28 -0.12 -0.08
C 2.20407 3.10509 -2.63476 -0.56 -0.06 -0.07
F 3.17015 3.63507 -1.85472 0.01 -0.19 -0.26
F 1.25843 4.07855 -2.79319 0.03 -0.10 -0.07
C 2.74728 2.82996 -4.05910 0.37 0.72 -0.37
F 1.74723 2.50349 -4.89980 0.29 -0.11 0.40
F 3.24677 4.01758 -4.49433 -0.05 -0.21 0.19
C 3.91176 1.78363 -4.15469 0.38 -0.11 -0.51
F 4.85520 2.25965 -4.98655 -0.35 -0.31 0.29
F 3.46949 0.62461 -4.65072 0.08 0.32 0.36
F 4.48393 1.57226 -2.96495 -0.21 0.01 -0.37
H -1.68935 -8.51803 -0.19585 -0.04 -0.18 -0.05
H -0.87303 -7.27671 0.74411 0.14 0.06 0.10
H -0.46439 -7.53910 -0.97337 0.19 0.02 -0.09
H -0.71092 -5.05143 0.33895 0.08 -0.11 -0.22
H -1.70966 -5.22683 1.79627 0.22 -0.27 0.10
H -1.95036 -2.99873 1.80252 0.14 -0.03 0.25
H -3.07606 -3.30469 0.51300 -0.23 0.03 0.15
H -1.81188 -2.23612 -1.00557 -0.07 0.17 -0.26
H -0.41119 -3.18528 -0.61148 0.05 -0.13 -0.06
H -0.40130 -1.52124 1.52109 0.11 0.21 0.22
H 0.54116 -1.27913 0.06855 0.18 -0.14 -0.05
H -1.97217 0.09748 0.85120 -0.43 0.15 -0.18
H -1.43684 0.17729 -0.81490 0.06 -0.14 -0.34
H 0.85907 0.65321 0.93368 0.15 0.03 0.14
H -0.46769 1.59143 1.57459 0.15 0.19 0.17
H -1.37167 3.00907 -2.42505 -0.22 -0.21 -0.15
H -1.41484 4.18142 -1.15710 -0.03 0.17 0.10
H -2.28168 2.67447 -0.91985 -0.11 -0.23 0.00
H 1.05011 4.62583 -0.19358 0.12 0.29 0.27
H 0.50670 3.94490 1.21052 -0.02 0.24 0.08
O -1.16059 -4.28389 4.04571 0.03 0.03 0.09
H -0.26964 -3.98054 4.24627 0.02 0.04 -0.04
H -1.35009 -4.93472 4.72836 -0.05 -0.02 0.01
O 3.13363 5.36057 1.11050 0.37 0.30 0.22
H 3.42594 4.83271 0.35980 -0.17 -0.23 0.04
H 3.85191 5.98740 1.25249 -0.04 0.07 -0.07
O 2.71643 5.90775 4.24326 0.05 -0.11 -0.05
H 3.00726 5.39381 3.48019 -0.10 0.02 -0.12
H 3.43208 6.52934 4.40038 0.00 0.03 0.08
O -3.29729 -0.99843 2.50950 -0.10 0.08 0.14
H -3.01938 -1.41573 3.33172 0.04 -0.07 -0.02
H -4.08438 -0.49997 2.74935 -0.02 0.02 -0.01
O 1.16258 2.36889 3.36251 -0.03 0.18 0.04
H 1.19120 2.84015 4.20152 0.02 0.01 0.03
H 1.50929 3.00132 2.72160 0.15 -0.11 -0.06
O -3.52242 -0.79609 -1.47101 -0.30 0.13 -0.17
H -3.25523 -0.24905 -2.21674 0.01 -0.05 -0.06
H -4.33058 -0.38105 -1.15370 -0.04 -0.07 0.05
```
Forces are in eV/Å.